Entry 1:
This record from the OMol25 dataset describes 2 unconnected molecules or ions with the total composition C9H8N2O at a distorted geometry. The level of theory is ωB97M-V with the def2-TZVPD basis set.

Element x y z (Å)
C  0.68  0.25  0.22
C  0.23  1.67  0.10
C  1.75  1.77  -1.61
H  2.46  2.36  -2.03
N  2.09  0.50  -1.63
C  -0.73  -2.33  -0.66
H  0.34  -0.45  3.62
C  1.58  -0.33  -0.63
H  -2.95  -1.78  -0.70
H  1.58  -1.37  -0.62
C  -1.26  -1.46  0.40
H  0.30  -1.66  1.62
N  -0.34  -2.86  -1.64
O  -0.94  0.27  2.00
H  -3.23  -0.60  0.77
H  0.88  3.67  -0.90
H  -0.53  1.87  1.14
C  -2.55  -1.33  0.30
C  0.86  2.47  -0.87
C  -0.21  -0.64  1.13

Output
F_max: 5.115 eV/A
relative energy (zero: lowest compared OMol25 entry of this formula, charge and spin): 260.4 kcal per mole
HOMO-LUMO gap: 5.16 eV
energy: -14479.501 eV
E_LUMO: -4.10 eV

Calculated atomic charges, method natural (NBO), unit e: -0.1259 -0.1661 0.0218 0.1824 -0.3936 0.2519 0.3496 0.0221 0.2273 0.2123 -0.1654 0.1988 -0.3049 -0.5260 0.2299 0.2409 0.2893 -0.3070 -0.2628 0.0255

=====

Entry 2:
This record from the OMol25 dataset describes C9H8N2O in the gas phase at a distorted geometry. The level of theory is ωB97M-V with the def2-TZVPD basis set.

Element x y z (Å)
H  -1.14  -2.59  0.34
H  -3.06  -0.70  -2.84
C  1.19  1.72  0.22
C  2.37  0.72  2.20
H  2.52  -0.17  2.81
H  2.09  1.56  2.85
O  1.93  2.67  0.33
C  -0.46  0.60  -0.90
C  -1.49  0.53  -1.95
C  -1.15  -1.69  -0.31
C  0.63  -0.60  0.96
C  1.35  0.54  1.13
H  -1.62  1.41  -2.59
N  0.21  1.70  -0.78
H  -2.72  -2.48  -1.35
H  0.74  -1.47  1.63
N  -2.09  -1.67  -1.29
C  -0.32  -0.62  -0.10
H  3.31  1.10  1.73
C  -2.28  -0.58  -2.08

Output
F_max: 1.681 eV/A
relative energy (zero: lowest compared OMol25 entry of this formula, charge and spin): 12.2 kcal per mole
HOMO-LUMO gap: 8.27 eV
energy: -14490.265 eV
E_LUMO: 0.13 eV
SMILES string: Cc1cc2c[nH]ccc-2nc1=O

Calculated atomic charges, method natural (NBO), unit e: 0.2157 0.2189 0.5935 -0.6428 0.2070 0.2339 -0.5809 0.2577 -0.2579 0.0825 -0.1845 -0.0581 0.2470 -0.5114 0.4184 0.2093 -0.5153 -0.1824 0.2462 0.0034

=====

Entry 3:
This record from the OMol25 dataset describes C9H8N2S2 in the gas phase at a distorted geometry. The level of theory is ωB97M-V with the def2-TZVPD basis set.

Element x y z (Å)
C  2.71  -1.07  -1.28
C  1.56  -1.25  -0.51
C  1.22  -0.12  0.22
N  0.20  1.28  2.02
H  -3.08  0.74  -2.31
H  -0.58  0.95  -1.40
N  -0.44  1.20  3.05
H  -4.41  -0.67  -0.43
C  -1.18  0.09  0.43
H  2.99  -1.93  -1.93
C  -1.33  0.54  -0.82
C  3.43  0.01  -0.93
H  0.18  -0.82  1.95
C  0.12  0.07  1.16
H  4.27  0.42  -1.42
H  -0.36  2.13  3.62
C  -3.53  -0.21  -0.48
C  -2.68  0.32  -1.41
S  2.56  1.00  0.21
S  -2.62  -0.59  0.94
H  0.96  -2.10  -0.70

Output
F_max: 4.579 eV/A
relative energy (zero: lowest compared OMol25 entry of this formula, charge and spin): 33.6 kcal per mole
HOMO-LUMO gap: 9.15 eV
energy: -34110.384 eV
E_LUMO: 0.53 eV
SMILES string: [H]/N=N/C(c1cccs1)c1cccs1

Calculated atomic charges, method natural (NBO), unit e: -0.2489 -0.2560 -0.1885 -0.1040 0.2244 0.2241 -0.3057 0.2227 -0.2547 0.2266 -0.2303 -0.4116 0.2318 -0.1888 0.2327 0.3231 -0.3922 -0.2433 0.4472 0.4671 0.2242

=====

Entry 4:
This record from the OMol25 dataset describes a molecular structure, C9H8N4O at a distorted geometry. The level of theory is ωB97M-V with the def2-TZVPD basis set.

Element x y z (Å)
N  1.05  -2.83  3.83
N  1.12  -3.06  0.40
H  1.78  -3.69  0.75
C  0.46  1.68  -0.96
O  -0.05  -1.15  1.21
C  0.35  0.25  1.07
H  -3.36  1.33  -1.52
N  2.32  -0.81  1.18
H  -2.26  2.52  -2.99
C  -1.67  0.77  -0.33
H  0.43  2.91  -2.82
H  -2.25  0.10  0.38
C  0.97  -2.06  1.42
H  1.13  -2.77  -0.63
N  1.82  0.24  1.05
H  1.53  1.71  -0.84
C  -0.30  0.88  -0.09
H  -0.13  0.69  1.94
C  -2.27  1.39  -1.40
C  -1.55  2.12  -2.26
C  -0.15  2.28  -2.10
C  1.03  -2.52  2.73

Output
F_max: 5.630 eV/A
relative energy (zero: lowest compared OMol25 entry of this formula, charge and spin): 63.8 kcal per mole
HOMO-LUMO gap: 9.42 eV
energy: -17467.377 eV
E_LUMO: 0.64 eV

Calculated atomic charges, method natural (NBO), unit e: -0.2460 -0.8225 0.3848 -0.1884 -0.5092 0.1698 0.2179 -0.0611 0.2236 -0.1688 0.2266 0.2228 0.3625 0.4125 -0.1323 0.2305 -0.1005 0.2151 -0.2191 -0.2117 -0.2069 0.2004